Entry 1:
Computed, not measured: C2H4N4O as an isolated structure, with the ωB97M-V functional and the def2-TZVPD basis.

Atoms and positions in Å:
1 C -0.079 0.906 -0.389
2 C 0.100 -1.013 0.429
3 H 1.538 2.358 -0.966
4 H -0.471 2.882 -0.926
5 H -0.230 -2.563 1.253
6 H 1.953 0.219 0.160
7 N 0.365 1.943 -1.285
8 N -1.186 0.645 -0.262
9 N -1.148 -0.684 0.368
10 N 0.921 -0.036 -0.117
11 O 0.553 -1.916 1.164

The calculation puts the energy above the lowest of the compared OMol25 structures with the same formula, charge and spin at 4.537 eV. The HOMO energy comes out at -9.02 eV. Its spin multiplicity is 1. The value obtained for the HOMO-LUMO gap is 9.37 eV. For the LUMO energy, the calculation gives 0.0127 hartree.

=====

Entry 2:
Computed, not measured: one molecule with the formula C21H25N3O7S2, with the ωB97M-V functional and the def2-TZVPD basis.

Atoms and positions in Å:
1 O -2.140 -1.483 1.354
2 C -1.787 -1.002 0.301
3 N -1.442 0.311 0.124
4 C -1.452 1.348 1.056
5 C -1.958 1.197 2.347
6 C -1.938 2.270 3.219
7 C -1.422 3.485 2.809
8 S -1.299 4.837 3.975
9 O -1.210 6.069 3.250
10 O -2.302 4.684 4.984
11 N 0.178 4.606 4.718
12 C 0.287 3.448 5.574
13 C 1.545 3.606 6.432
14 O 2.687 3.774 5.625
15 C 2.566 4.911 4.802
16 C 1.344 4.796 3.887
17 C -0.922 3.650 1.531
18 C -0.941 2.584 0.653
19 C -1.658 -1.828 -0.940
20 C -1.897 -1.324 -2.218
21 C -1.777 -2.154 -3.320
22 C -1.424 -3.478 -3.141
23 S -1.156 -4.512 -4.584
24 O -1.347 -5.881 -4.220
25 O -1.882 -3.961 -5.687
26 N 0.464 -4.315 -4.919
27 C 0.869 -3.012 -5.394
28 C 2.266 -3.142 -6.008
29 O 3.177 -3.670 -5.072
30 C 2.772 -4.945 -4.631
31 C 1.393 -4.881 -3.969
32 C -1.207 -4.000 -1.880
33 C -1.335 -3.174 -0.778
34 H -1.088 0.570 -0.786
35 H -2.359 0.246 2.655
36 H -2.339 2.184 4.216
37 H -0.610 3.413 6.192
38 H 0.366 2.523 4.979
39 H 1.721 2.711 7.030
40 H 1.422 4.476 7.093
41 H 3.485 4.964 4.217
42 H 2.468 5.814 5.421
43 H 1.192 5.711 3.316
44 H 1.482 3.946 3.200
45 H -0.545 4.616 1.238
46 H -0.559 2.705 -0.351
47 H -2.213 -0.301 -2.361
48 H -1.974 -1.799 -4.319
49 H 0.140 -2.695 -6.139
50 H 0.900 -2.283 -4.568
51 H 2.655 -2.164 -6.296
52 H 2.211 -3.795 -6.890
53 H 3.529 -5.277 -3.919
54 H 2.732 -5.641 -5.481
55 H 1.033 -5.877 -3.713
56 H 1.455 -4.262 -3.059
57 H -0.968 -5.047 -1.781
58 H -1.190 -3.552 0.223

The calculation puts the energy above the lowest of the compared OMol25 structures with the same formula, charge and spin at 0.496 eV. The HOMO energy comes out at -9.27 eV. Its spin multiplicity is 1. The value obtained for the HOMO-LUMO gap is 8.84 eV. For the LUMO energy, the calculation gives -0.0156 hartree. The structure (SMILES) is O=C(Nc1ccc(S(=O)(=O)N2CCOCC2)cc1)c1ccc(S(=O)(=O)N2CCOCC2)cc1.

=====

Entry 3:
Computed, not measured: an isolated ion of composition C5H14NO and charge +1, with the ωB97M-V functional and the def2-TZVPD basis.

Atoms and positions in Å:
1 C 2.120 1.662 -0.189
2 C 1.297 1.427 1.021
3 C -0.075 0.955 0.611
4 C 0.048 -0.464 -0.088
5 N -0.509 -1.587 0.873
6 C -0.843 -0.504 -1.360
7 O -1.906 -1.279 -0.908
8 H 3.110 2.006 0.166
9 H 2.081 0.947 -1.037
10 H 1.566 2.357 -0.805
11 H 1.211 2.305 1.690
12 H 1.915 0.623 1.644
13 H -0.441 1.804 -0.106
14 H -0.841 0.892 1.496
15 H 1.063 -0.750 -0.300
16 H 0.240 -1.686 1.497
17 H -0.673 -2.523 0.398
18 H -1.329 -1.439 1.484
19 H -1.086 0.524 -1.452
20 H -0.501 -0.965 -2.225
21 H -2.785 -1.216 -1.269

Its charge is +1. The calculation puts the energy above the lowest of the compared OMol25 structures with the same formula, charge and spin at 2.635 eV. The HOMO energy comes out at -14.66 eV. Its spin multiplicity is 1. The value obtained for the HOMO-LUMO gap is 11.25 eV. For the LUMO energy, the calculation gives -0.1255 hartree. The structure (SMILES) is CCC[C@@H]([NH3+])CO.

=====

Entry 4:
Computed, not measured: one molecule with the formula C4H6S, with the ωB97M-V functional and the def2-TZVPD basis.

Atoms and positions in Å:
1 C -1.548 0.722 0.034
2 C -0.580 -0.324 -0.425
3 C 0.659 -0.373 -0.034
4 C 1.906 -0.414 0.379
5 S 3.711 0.275 -0.096
6 H -2.401 0.257 0.526
7 H -1.926 1.282 -0.821
8 H -1.058 1.408 0.719
9 H -0.970 -1.101 -1.070
10 H 2.116 -0.945 1.296
11 H 4.085 -0.878 -0.643

The calculation puts the energy above the lowest of the compared OMol25 structures with the same formula, charge and spin at 1.751 eV. The HOMO energy comes out at -9.28 eV. Its spin multiplicity is 1. The value obtained for the HOMO-LUMO gap is 9.93 eV. For the LUMO energy, the calculation gives 0.0238 hartree. The structure (SMILES) is CC=C=CS.

=====

Q: Number 4 is which compound?
A: C4H6S

=====

Q: Look up the spin multiplicity of the fourth one.
A: 1